Record 1
Computed, not measured: an isolated molecule of C2H2N4O at a distorted geometry, with the ωB97M-V functional and the def2-TZVPD basis.

- Kohn-Sham gap (eV) = 10.43
- strongest force on any atom (eV Å⁻¹) = 4.7
- highest occupied orbital energy (eV) = -11.15
- ΔE to the lowest compared entry with this formula, charge and spin (kJ/mol) = 55.9
- LUMO (eV) = -0.72
- structure (SMILES) = O=Cc1nnn[nH]1

ORCA input file:
```
! wB97M-V def2-TZVPD RIJCOSX def2/J DEFGRID3
* xyz 0 1
O -1.44 -1.92 -0.13
N 1.60 0.93 0.92
N 0.41 0.97 -1.02
N 0.46 0.16 1.08
N 1.56 1.42 -0.28
C -1.20 -0.87 -0.72
C -0.17 0.13 -0.12
H 0.50 -0.43 1.86
H -1.73 -0.40 -1.61
*
```

Record 2
Computed, not measured: a structure of composition C18H41OP3SeYb at a distorted geometry, with the ωB97M-V functional and the def2-TZVPD basis.

- <S²> = 0.767
- Kohn-Sham gap (alpha / beta) (eV) = 5.79 / 2.86
- strongest force on any atom (eV Å⁻¹) = 3.0
- highest occupied orbital energy (alpha / beta) (eV) = -16.12 / -15.38
- LUMO (alpha / beta) (eV) = -10.33 / -12.52

ORCA input file:
```
! wB97M-V def2-TZVPD RIJCOSX def2/J DEFGRID3
* xyz 3 2
Yb 1.63 1.38 -1.20
Se -1.70 -1.57 0.09
P 2.06 -1.53 0.70
P 0.60 0.57 2.76
P -0.95 2.23 0.79
O 3.18 2.06 0.37
C -3.73 -2.26 -1.70
C 0.60 0.35 -5.37
C -0.14 -0.42 -6.22
C 3.73 -2.04 1.25
C 1.27 -3.05 1.46
C 2.99 2.89 1.58
C -0.68 -0.54 3.49
C 0.18 1.94 3.91
C -2.39 -1.86 -1.71
C 1.95 -0.09 3.80
C -3.71 -2.30 -4.08
C 2.19 -2.26 -0.99
C -2.65 1.75 1.38
C -1.68 -1.57 -2.92
C -2.37 -1.82 -4.14
C -1.21 4.02 1.17
C -4.42 -2.47 -2.87
C -1.26 2.21 -1.02
H 4.48 -1.53 0.63
H -0.36 4.60 0.79
H 0.27 -3.19 1.03
H 0.88 2.76 3.74
H -2.14 4.41 0.71
H -0.85 2.26 3.73
H -1.67 -0.23 3.15
H 3.86 -1.73 2.30
H -1.65 1.24 -1.38
H 2.86 0.47 3.56
H 0.28 1.58 4.94
H 0.61 1.44 -5.56
H 1.96 3.24 1.62
H -0.65 -0.52 4.59
H 2.69 -1.51 -1.61
H 4.10 2.18 0.06
H 1.70 0.05 4.87
H -0.35 -1.54 -0.63
H -0.38 2.55 -1.62
H -5.47 -2.80 -2.83
H -2.70 1.82 2.48
H -0.47 -1.55 3.14
H 3.69 3.73 1.57
H -2.02 2.97 -1.20
H 3.18 2.30 2.48
H -1.28 4.20 2.26
H -0.76 0.05 -6.99
H 1.21 -2.49 -1.42
H 3.88 -3.14 1.18
H -4.28 -2.34 -0.77
H 1.19 -2.97 2.55
H -2.88 0.71 1.09
H -3.45 2.40 0.99
H -1.92 -1.59 -5.13
H 2.79 -3.17 -0.99
H 1.33 -0.02 -4.63
H 2.10 -1.16 3.62
H -0.24 -1.52 -6.23
H -0.66 -1.14 -2.86
H 1.90 -3.93 1.24
H -4.27 -2.48 -5.00
*
```

Record 3
Computed, not measured: a cluster of 2 separate species, C6H9N2O2 in total at a distorted geometry, with the ωB97M-V functional and the def2-TZVPD basis.

- Kohn-Sham gap (eV) = 8.58
- strongest force on any atom (eV Å⁻¹) = 5.5
- highest occupied orbital energy (eV) = -4.86
- ΔE to the lowest compared entry with this formula, charge and spin (kJ/mol) = 196.6
- LUMO (eV) = 3.72

ORCA input file:
```
! wB97M-V def2-TZVPD RIJCOSX def2/J DEFGRID3
* xyz -1 1
O -1.78 2.50 -1.04
O 0.18 1.73 -1.55
N 0.32 0.02 0.62
N 1.26 -0.85 2.48
C 0.14 -1.38 0.58
C 0.64 -1.95 1.72
C 1.17 0.23 1.71
C -1.00 2.19 -1.88
C -1.10 2.69 -3.33
C 0.55 -3.28 2.46
H -1.73 1.99 -3.90
H -1.66 3.66 -3.21
H -0.26 -1.70 -0.30
H 1.62 1.21 1.88
H -0.32 2.99 -3.95
H 1.50 -3.61 2.97
H 0.39 -4.10 1.89
H -0.31 -3.09 3.22
H 0.40 0.75 -0.36
*
```

Record 4
Computed, not measured: a cluster of 9 separate species, C25H64N3O8 in total at a distorted geometry, with the ωB97M-V functional and the def2-TZVPD basis.

- Kohn-Sham gap (eV) = 6.55
- strongest force on any atom (eV Å⁻¹) = 6.9
- highest occupied orbital energy (eV) = -11.33
- LUMO (eV) = -4.78

ORCA input file:
```
! wB97M-V def2-TZVPD RIJCOSX def2/J DEFGRID3
* xyz 1 1
O 5.24 3.45 3.62
O -2.29 -2.46 -1.03
O -2.69 -2.47 -7.10
O -4.31 -3.68 4.00
O 6.28 -0.37 4.01
O 2.73 1.96 7.06
O -2.47 1.23 -3.34
O -1.06 -2.98 -12.51
N 0.97 3.11 2.37
N 0.85 3.51 1.09
N -2.06 1.76 2.89
C -4.30 -2.81 0.24
C 0.01 4.71 1.05
C -0.46 4.97 3.70
C 0.09 -0.33 2.18
C 0.69 -4.48 -11.82
C -1.34 -0.30 1.36
C -2.99 -1.55 -8.14
C -3.65 -0.39 -4.68
C -2.21 1.08 1.55
C 5.56 -2.66 4.07
C -2.51 0.61 -4.62
C -4.82 -1.38 4.49
C 3.11 3.04 7.90
C -0.38 -4.19 -12.85
C -3.69 -2.66 -1.14
C 6.28 -1.55 4.80
C 1.28 0.60 1.52
C -0.73 5.53 2.20
C 1.80 1.81 2.49
C 2.61 4.34 7.32
C 7.20 2.45 2.65
C 0.47 3.66 3.62
C 5.86 3.11 2.39
C -5.30 -2.82 4.55
C -2.84 -2.23 -9.49
H 0.06 -4.07 -13.85
H 7.86 3.12 3.21
H -2.81 2.47 3.06
H -5.38 -2.96 0.17
H 6.04 -2.86 3.10
H 2.89 5.19 7.96
H -0.02 -0.10 3.34
H -4.61 0.11 -4.49
H 0.47 -1.46 2.12
H 1.73 1.40 3.61
H -1.11 -5.00 -12.88
H 0.75 3.13 4.64
H -3.07 -1.53 -10.30
H 2.92 2.09 2.28
H -3.88 -1.26 5.05
H 1.42 -3.66 -11.77
H -1.82 -2.61 -9.62
H 5.98 4.02 1.80
H -2.31 -0.69 -8.06
H 7.69 2.18 1.71
H -1.92 -3.23 -0.58
H 0.90 0.95 0.46
H -1.55 0.12 -4.79
H -2.64 1.39 -5.37
H 3.02 4.51 6.32
H -1.39 6.46 1.95
H -6.22 -2.94 3.98
H 5.35 -0.12 3.85
H 5.55 -3.58 4.66
H 5.79 -1.33 5.76
H -3.50 -3.57 4.52
H 7.07 1.55 3.25
H -3.87 -3.55 -1.75
H -5.56 -0.70 4.91
H -1.77 -2.77 -7.23
H -2.35 0.53 -2.68
H -5.49 -3.12 5.59
H -1.95 1.87 0.71
H 0.25 -4.58 -10.82
H -3.53 -1.16 -3.91
H -3.36 0.80 1.40
H -1.99 -1.19 1.76
H -3.69 -0.87 -5.66
H 5.84 4.06 4.09
H -0.89 5.44 4.68
H 1.52 4.33 7.22
H -4.01 -1.19 -8.00
H 4.52 -2.37 3.85
H 4.20 3.04 7.99
H -0.40 -2.27 -12.49
H 2.68 2.86 8.89
H 1.22 -5.41 -12.06
H -4.61 -1.09 3.46
H 5.20 2.43 1.85
H -0.15 5.13 -0.06
H 7.31 -1.83 5.00
H 2.20 -0.12 1.32
H -3.86 -3.66 0.77
H -1.98 1.08 3.69
H -4.10 -1.92 0.85
H -3.51 -3.09 -9.56
H -1.09 -0.39 0.20
H -4.12 -1.79 -1.66
H 3.13 2.11 6.18
*
```

Record 5
Computed, not measured: a cluster of 12 separate species, C27H24Cl44N3O4PS2 in total at a distorted geometry, with the ωB97M-V functional and the def2-TZVPD basis.

- Kohn-Sham gap (eV) = 8.41
- strongest force on any atom (eV Å⁻¹) = 1.8
- highest occupied orbital energy (eV) = -9.36
- ΔE to the lowest compared entry with this formula, charge and spin (kJ/mol) = 0.0
- LUMO (eV) = -0.95
- structure (SMILES) = NCCCCc1cc2ncc(S)nc2c([PH2]=O)c1CCCCS(=O)(=O)O.ClC(Cl)(Cl)Cl.ClC(Cl)(Cl)Cl.ClC(Cl)(Cl)Cl.ClC(Cl)(Cl)Cl.ClC(Cl)(Cl)Cl.ClC(Cl)(Cl)Cl.ClC(Cl)(Cl)Cl.ClC(Cl)(Cl)Cl.ClC(Cl)(Cl)Cl.ClC(Cl)(Cl)Cl.ClC(Cl)(Cl)Cl

ORCA input file:
```
! wB97M-V def2-TZVPD RIJCOSX def2/J DEFGRID3
* xyz 0 1
Cl 0.03 -2.87 5.86
Cl 9.57 -3.64 -1.41
Cl -4.37 -2.40 3.44
Cl 4.91 1.49 -0.24
Cl -0.78 2.54 7.05
Cl 8.39 -1.55 -3.01
Cl 5.64 -7.28 7.88
Cl 8.54 5.53 8.61
Cl 8.67 -1.44 1.93
Cl 7.02 -2.53 -0.67
Cl 7.43 -3.91 2.78
Cl 5.61 1.12 4.28
Cl -1.44 -5.67 7.46
Cl -6.02 2.93 0.68
Cl 5.90 6.52 9.22
Cl 4.28 3.68 4.47
Cl 2.82 1.22 4.88
Cl -1.03 -7.87 5.63
Cl 4.78 -7.52 5.14
Cl 7.24 -4.20 -3.02
Cl 2.72 1.25 1.64
Cl 7.21 -6.10 5.76
Cl -1.66 2.58 4.30
Cl 0.01 -8.02 8.31
Cl 6.50 3.71 9.53
Cl 6.32 4.87 6.89
Cl 7.40 -1.60 4.52
Cl 2.55 -0.04 -0.92
Cl -3.51 4.34 0.53
Cl 0.88 3.71 5.00
Cl 0.15 -0.29 7.19
Cl 1.18 -6.18 6.42
Cl 2.57 -1.74 6.58
Cl -4.52 3.46 3.09
Cl -1.56 5.03 5.81
Cl 4.65 -4.97 6.47
Cl 0.80 -2.72 8.63
Cl 5.79 -1.62 2.13
Cl -3.60 -2.11 6.20
Cl -3.54 1.53 1.18
Cl -4.42 0.20 4.68
Cl -1.89 -1.09 4.11
Cl 4.73 2.08 6.86
Cl 2.41 2.84 -0.73
S -3.43 -4.54 -5.91
S -7.40 5.02 -3.02
P -5.55 1.06 -6.06
O -5.58 1.11 -7.55
O -2.04 -5.25 -6.27
O -4.48 -5.17 -6.64
O -3.59 -4.51 -4.49
N -3.41 4.81 -3.10
N -1.98 0.41 -1.26
N -5.63 3.40 -4.18
C -4.35 3.03 -4.47
C -4.40 3.06 1.37
C 7.33 -2.15 2.84
C -0.85 1.20 -1.83
C 0.88 -1.90 7.06
C -5.76 4.43 -3.41
C -4.12 1.93 -5.34
C -2.63 0.37 -6.64
C -3.26 3.73 -3.93
C -0.32 -6.94 6.96
C -3.22 -2.88 -6.54
C -0.28 1.89 -5.38
C -0.78 3.46 5.54
C 5.57 -6.47 6.31
C -1.97 3.30 -4.26
C -4.64 5.14 -2.88
C 6.82 5.16 8.56
C 4.37 2.03 5.13
C -3.57 -1.35 4.61
C 0.42 1.50 -4.06
C -1.73 2.24 -5.10
C -1.79 -0.82 -6.14
C -2.83 1.52 -5.67
C 3.15 1.38 -0.06
C 8.05 -2.98 -2.03
C -2.64 -1.93 -5.49
C -0.40 0.57 -3.15
H -1.97 -2.50 -4.86
H 0.18 2.81 -5.74
H -6.70 1.67 -5.56
H -5.46 -0.26 -5.59
H -2.11 0.79 -7.51
H -1.13 3.84 -3.85
H -0.08 1.18 -1.07
H -4.18 -2.52 -6.89
H -2.57 -2.98 -7.41
H 1.39 1.06 -4.26
H -3.56 -0.02 -7.02
H -0.21 1.14 -6.15
H -1.36 -4.57 -6.31
H -1.22 2.22 -1.94
H -7.48 4.61 -1.75
H -2.07 -0.48 -1.73
H -2.85 0.91 -1.39
H -3.42 -1.52 -4.85
H -1.00 -0.56 -5.46
H -4.84 6.00 -2.26
H -1.28 0.14 -3.61
H 0.25 -0.27 -2.89
H -1.31 -1.25 -7.01
H 0.59 2.42 -3.51
*
```

Record 6
Computed, not measured: a structure of composition C3H9O3P at a distorted geometry, with the ωB97M-V functional and the def2-TZVPD basis.

- Kohn-Sham gap (eV) = 7.56
- strongest force on any atom (eV Å⁻¹) = 3.2
- highest occupied orbital energy (eV) = -7.18
- ΔE to the lowest compared entry with this formula, charge and spin (kJ/mol) = 557.3
- LUMO (eV) = 0.38

ORCA input file:
```
! wB97M-V def2-TZVPD RIJCOSX def2/J DEFGRID3
* xyz 0 1
P -0.59 -0.76 0.30
O 0.49 0.84 -1.07
O 2.34 -1.37 -0.02
O -2.71 1.16 -0.49
C -2.17 -0.04 0.05
C 1.36 -0.58 0.63
C 1.25 0.84 0.19
H 2.24 -1.31 -1.01
H -0.41 -1.61 -0.74
H 2.23 1.19 0.02
H 0.79 1.50 0.98
H -2.56 -0.06 1.02
H -0.99 -1.91 1.07
H -2.60 1.19 -1.48
H -0.34 1.45 -1.21
H 1.68 -0.51 1.77
*
```

Record 7
Computed, not measured: a cluster of 5 separate species, C26H21F32N2O6 in total at a distorted geometry, with the ωB97M-V functional and the def2-TZVPD basis.

- Kohn-Sham gap (eV) = 7.12
- strongest force on any atom (eV Å⁻¹) = 4.5
- highest occupied orbital energy (eV) = -5.39
- LUMO (eV) = 1.73

ORCA input file:
```
! wB97M-V def2-TZVPD RIJCOSX def2/J DEFGRID3
* xyz -1 1
F 3.57 -0.74 -7.89
F 1.14 1.55 7.13
F -6.37 3.03 5.38
F 1.04 0.48 -8.50
F -5.48 1.14 5.95
F 1.05 0.04 1.72
F 3.51 -0.49 5.49
F -0.15 -1.66 -8.09
F 0.21 4.32 -1.23
F 2.81 0.13 2.98
F 1.00 2.89 -2.64
F -2.07 4.19 2.56
F -4.54 -2.74 4.14
F -5.92 2.54 2.73
F -4.24 -0.84 5.11
F 0.04 -3.79 -8.41
F -1.64 1.91 1.11
F 2.59 3.24 -0.34
F 2.04 -1.33 -9.99
F 0.96 2.44 0.86
F 1.65 -1.97 4.55
F 3.34 -0.01 -5.86
F -7.12 -0.78 5.56
F 0.68 -0.31 6.14
F 1.97 -2.41 2.45
F 2.59 1.81 -7.76
F -3.54 2.86 0.68
F -7.22 1.08 3.66
F -6.02 -2.40 6.51
F 3.00 -0.51 7.60
F 0.22 -2.24 -10.76
F -0.46 4.53 1.15
O -5.48 -0.96 3.25
O 2.15 -0.36 -1.39
O 2.16 -1.68 -3.11
O -0.72 2.28 -1.42
O 1.75 -2.72 -7.53
O 1.48 1.43 4.96
N 2.05 -5.35 -0.63
N 5.18 -3.62 -3.13
C -5.94 1.51 3.62
C 1.79 0.77 -7.41
C -1.78 4.28 1.24
C 1.56 0.71 6.16
C 2.55 -4.33 -0.54
C 1.88 -1.69 -6.54
C -1.91 2.94 -0.99
C 1.25 -1.64 3.31
C -5.15 -1.58 4.46
C 2.99 0.25 6.48
C -6.39 -1.89 5.31
C -5.05 0.39 3.04
C 0.75 0.85 3.88
C 2.63 -1.38 -1.95
C 3.36 -3.11 -0.06
C 2.64 -0.41 -6.95
C 0.48 3.00 -1.41
C 1.48 -0.17 2.98
C 1.25 -2.42 -9.89
C 4.47 -3.09 -2.42
C 3.80 -2.23 -1.31
C -5.50 2.07 4.98
C 1.48 2.46 -0.39
C 4.87 -1.17 -0.74
C -2.19 2.99 0.52
C 0.72 -2.62 -8.47
H 1.82 -3.29 -10.21
H 1.13 1.10 -6.61
H -2.32 5.14 0.83
H 1.79 1.43 -0.65
H 0.20 -1.91 3.19
H 4.86 -0.27 -1.40
H -5.09 0.51 1.95
H 0.53 1.71 3.23
H -3.99 0.52 3.28
H -2.71 2.33 -1.42
H -7.03 -2.61 4.80
H 4.55 -0.96 0.31
H -0.23 0.49 4.20
H 2.82 -2.50 0.72
H 4.33 -3.43 0.43
H 3.64 1.11 6.64
H 2.47 -2.15 -5.75
H -4.51 2.53 4.91
H 0.92 -1.46 -6.07
H -2.02 3.92 -1.47
H 5.87 -1.69 -0.73
*
```

Record 8
Computed, not measured: a structure of composition C27H33N2OS2 at a distorted geometry, with the ωB97M-V functional and the def2-TZVPD basis.

- Kohn-Sham gap (eV) = 6.49
- strongest force on any atom (eV Å⁻¹) = 2.7
- highest occupied orbital energy (eV) = -11.42
- LUMO (eV) = -4.93

ORCA input file:
```
! wB97M-V def2-TZVPD RIJCOSX def2/J DEFGRID3
* xyz 1 1
S -1.24 1.28 -2.71
S -3.07 -0.40 -1.00
O 1.96 -0.43 -2.04
N 0.95 -1.94 -0.57
N 0.61 -0.53 1.15
C -2.34 1.78 0.58
C 0.66 -1.98 0.83
C -1.10 0.97 0.25
C 3.94 2.10 -0.10
C 3.89 1.26 1.02
C 5.50 3.55 1.09
C -3.28 1.34 1.52
C 1.79 -2.71 1.60
C 3.05 0.00 1.00
C 4.73 3.26 -0.05
C -3.87 0.39 -3.56
C 0.92 -3.09 -1.45
C -3.77 3.68 0.09
C -0.17 -4.19 1.43
C -2.49 0.90 -3.98
C -0.63 0.04 1.19
C -2.56 3.00 -0.07
C 1.35 -4.17 1.67
C -4.44 2.08 1.78
C -4.70 3.25 1.05
C -3.78 -0.79 -2.59
C -0.63 -2.75 1.16
C 4.66 1.54 2.15
C 1.61 -0.76 -0.91
C 5.45 2.69 2.20
C -1.48 0.13 -1.43
C 1.67 0.10 0.34
H 3.37 1.86 -1.00
H 1.88 -4.74 0.90
H 2.93 -0.35 2.03
H 6.14 4.44 1.11
H -1.37 -2.62 0.35
H -5.61 3.82 1.24
H 1.61 -4.62 2.63
H 4.77 3.93 -0.92
H -1.78 3.39 -0.73
H 1.84 -2.26 2.60
H -3.13 0.40 2.07
H -0.12 -3.36 -1.70
H -1.06 -2.32 2.08
H -5.17 1.72 2.51
H 6.04 2.90 3.08
H 1.40 -3.96 -0.99
H -1.23 -0.29 2.05
H 1.44 1.15 0.14
H -4.47 1.21 -3.15
H -0.30 1.58 -0.24
H -2.60 1.87 -4.49
H -0.42 -4.84 0.58
H 3.61 -0.77 0.43
H -4.79 -1.12 -2.27
H -2.00 0.20 -4.68
H -0.68 -0.64 -1.38
H 1.45 -2.82 -2.38
H -4.41 0.04 -4.44
H 4.62 0.85 2.99
H -0.69 -4.60 2.31
H -3.22 -1.64 -2.97
H -3.99 4.53 -0.55
H 2.76 -2.57 1.12
*
```